Entry 1:
Molecular formula: C22H12B4Br6O36V2
Method: DFT, ωB97M-V/def2-TZVPD

Atoms and positions in Å:
O  -1.903  -20.077  22.639
V  -1.117  -21.245  21.844
O  -2.067  -21.853  20.823
O  2.118  -13.609  26.980
V  2.466  -14.288  25.566
O  1.124  -14.332  24.767
O  2.353  -18.348  32.510
C  3.151  -17.921  31.738
O  3.073  -18.071  30.411
B  4.164  -17.356  29.768
O  4.998  -16.827  30.877
C  4.433  -17.110  32.031
O  4.864  -16.858  33.113
O  5.014  -18.193  28.885
C  5.007  -17.671  27.682
O  5.585  -18.028  26.701
C  4.088  -16.426  27.693
O  3.694  -16.246  28.917
O  3.695  -15.781  26.751
O  3.998  -13.006  24.913
C  5.128  -13.034  24.445
O  6.161  -13.380  25.112
B  7.326  -13.629  24.182
O  6.809  -13.162  22.884
C  5.551  -12.820  22.972
O  4.903  -12.259  22.142
O  7.671  -15.037  24.202
C  8.898  -15.179  24.726
O  9.434  -16.214  24.938
C  9.443  -13.756  24.987
O  8.531  -12.890  24.558
O  10.466  -13.499  25.545
O  -0.294  -19.729  20.291
C  0.677  -19.037  20.590
O  1.183  -18.846  21.754
B  2.375  -17.929  21.687
O  2.406  -17.548  20.255
C  1.471  -18.161  19.575
O  1.251  -18.008  18.410
O  3.632  -18.486  22.110
C  4.194  -17.647  23.010
O  5.276  -17.754  23.465
C  3.178  -16.539  23.281
O  2.113  -16.762  22.563
O  3.352  -15.611  24.028
O  0.671  -21.184  23.209
C  0.706  -21.063  24.421
O  -0.331  -21.219  25.172
B  0.027  -21.113  26.608
O  1.463  -20.719  26.576
C  1.886  -20.640  25.335
O  2.981  -20.422  24.927
O  -0.808  -20.126  27.288
C  -1.536  -20.711  28.232
O  -2.361  -20.232  28.937
C  -1.030  -22.183  28.328
O  -0.171  -22.367  27.326
O  -1.353  -22.971  29.151
Br  -3.299  -19.941  16.717
C  -1.748  -21.103  17.021
C  -0.543  -20.216  16.886
Br  1.047  -21.388  17.021
H  -1.817  -21.890  16.279
H  -1.833  -21.504  18.025
H  -0.493  -19.562  17.748
H  -0.417  -19.652  15.972
Br  -1.716  -13.422  17.464
C  -2.078  -14.476  19.043
C  -0.833  -15.241  19.419
Br  -1.134  -16.241  21.041
H  -2.973  -15.074  18.891
H  -2.374  -13.796  19.843
H  0.009  -14.564  19.537
H  -0.556  -15.941  18.633
Br  4.110  -14.499  16.563
C  2.769  -15.862  16.122
C  1.456  -15.149  16.011
Br  0.046  -16.541  15.950
H  2.800  -16.582  16.932
H  3.080  -16.360  15.210
H  1.329  -14.614  15.080
H  1.244  -14.571  16.901

Properties
HOMO = -6.02 eV
Lowest unoccupied orbital energy = 0.439 eV
Net charge = -2
Gap between HOMO and LUMO = 6.461 eV

For reference, the Mulliken charges in units of e are:
1. O -0.448
2. V 1.545
3. O -0.609
4. O -0.456
5. V 1.668
6. O -0.620
7. O -0.598
8. C 0.605
9. O -0.445
10. B 1.301
11. O -0.524
12. C 0.540
13. O -0.605
14. O -0.556
15. C 0.420
16. O -0.565
17. C 0.329
18. O -0.787
19. O -0.264
20. O -0.925
21. C 0.701
22. O -0.405
23. B 1.110
24. O -0.542
25. C 0.639
26. O -0.626
27. O -0.363
28. C 0.624
29. O -0.571
30. C 0.477
31. O -0.529
32. O -0.583
33. O -0.758
34. C 1.087
35. O -0.787
36. B 1.673
37. O -0.937
38. C 0.180
39. O -0.295
40. O -0.498
41. C 0.634
42. O -0.492
43. C 0.766
44. O -0.598
45. O -0.168
46. O -0.711
47. C 1.160
48. O -0.634
49. B 1.143
50. O -0.467
51. C 0.372
52. O -0.580
53. O -0.470
54. C 0.558
55. O -0.579
56. C 0.591
57. O -0.496
58. O -0.568
59. Br -0.182
60. C -0.389
61. C -0.277
62. Br -0.217
63. H 0.411
64. H 0.224
65. H -0.048
66. H 0.393
67. Br -0.207
68. C -0.568
69. C -0.104
70. Br -0.136
71. H 0.402
72. H 0.422
73. H 0.435
74. H -0.233
75. Br -0.188
76. C -0.352
77. C -0.529
78. Br -0.176
79. H 0.108
80. H 0.435
81. H 0.353
82. H 0.353



Entry 2:
Molecular formula: C34H32MnN3P
Method: DFT, ωB97M-V/def2-TZVPD

Atoms and positions in Å:
Mn  -0.356  0.470  -0.035
C  3.101  -1.710  1.656
C  2.382  -0.407  1.499
C  2.745  0.507  0.513
C  2.052  1.707  0.337
C  2.512  2.717  -0.672
C  1.009  2.024  1.228
C  0.664  1.137  2.264
C  -0.237  1.601  3.373
C  1.340  -0.084  2.364
H  3.918  -1.607  2.369
H  3.522  -2.039  0.710
H  2.425  -2.477  2.030
H  3.585  0.288  -0.128
H  3.338  3.297  -0.258
H  1.712  3.405  -0.928
H  2.847  2.238  -1.588
H  0.581  3.024  1.232
H  0.376  2.062  4.149
H  -0.779  0.777  3.829
H  -0.946  2.342  3.014
H  1.091  -0.760  3.169
C  -3.996  -3.651  1.698
C  -4.485  -2.313  1.230
C  -5.849  -2.056  1.297
C  -6.402  -0.875  0.838
C  -5.584  0.101  0.293
C  -4.222  -0.116  0.256
C  -3.659  -1.308  0.713
P  -1.843  -1.378  0.495
C  -1.327  -2.386  1.936
C  -1.756  -1.838  3.147
C  -1.379  -2.386  4.355
C  -0.583  -3.518  4.369
C  -0.149  -4.059  3.174
C  -0.489  -3.504  1.946
C  0.029  -4.156  0.701
C  -1.719  -2.309  -1.077
C  -2.698  -3.181  -1.534
C  -2.629  -3.713  -2.810
C  -1.610  -3.313  -3.665
C  -0.651  -2.421  -3.237
C  -0.649  -1.921  -1.926
C  0.402  -1.055  -1.424
H  -4.737  -4.418  1.483
H  -3.832  -3.641  2.775
H  -3.060  -3.927  1.223
H  -6.494  -2.820  1.704
H  -7.469  -0.724  0.901
H  -6.000  1.020  -0.088
H  -3.561  0.648  -0.148
H  -2.399  -0.965  3.130
H  -1.693  -1.930  5.281
H  -0.300  -3.970  5.307
H  0.489  -4.931  3.182
H  0.746  -4.934  0.954
H  0.520  -3.442  0.046
H  -0.783  -4.612  0.136
H  -3.530  -3.445  -0.900
H  -3.376  -4.420  -3.143
H  -1.567  -3.705  -4.671
H  0.125  -2.096  -3.916
H  1.147  -0.820  -2.189
H  0.891  -1.490  -0.529
N  -1.260  1.681  -1.256
C  -2.020  1.991  -2.098
C  -2.910  2.350  -3.058
C  -2.520  2.346  -4.403
N  -2.179  2.338  -5.501
C  -4.228  2.649  -2.699
N  -5.310  2.881  -2.379

Properties
HOMO (alpha / beta) = -7.78 / -7.64 eV
⟨S²⟩ = 1.21
Lowest unoccupied orbital energy (alpha / beta) = -0.472 / -0.257 eV
Gap between HOMO and LUMO (alpha / beta) = 7.312 / 7.383 eV
Multiplicity = 2

For reference, the Mulliken charges in units of e are:
1. Mn 0.149
2. C -1.644
3. C 1.156
4. C -0.461
5. C 1.375
6. C -1.821
7. C -1.856
8. C 0.541
9. C -1.636
10. C -0.083
11. H 0.452
12. H 0.354
13. H 0.220
14. H 0.458
15. H 0.387
16. H 0.403
17. H 0.384
18. H 0.463
19. H 0.394
20. H 0.247
21. H 0.386
22. H 0.471
23. C -1.798
24. C 1.221
25. C -0.787
26. C -0.793
27. C -0.667
28. C -1.189
29. C 0.692
30. P 2.853
31. C 1.146
32. C -1.450
33. C -1.080
34. C -0.855
35. C -0.627
36. C 0.890
37. C -1.501
38. C 0.645
39. C -0.693
40. C -0.929
41. C -0.704
42. C -1.093
43. C 1.019
44. C -0.931
45. H 0.544
46. H 0.465
47. H 0.040
48. H 0.466
49. H 0.403
50. H 0.488
51. H -0.050
52. H 0.773
53. H 0.476
54. H 0.410
55. H 0.420
56. H 0.478
57. H 0.181
58. H 0.351
59. H 0.243
60. H 0.454
61. H 0.389
62. H 0.458
63. H 0.601
64. H -0.320
65. N -0.859
66. C 0.669
67. C -0.015
68. C 0.093
69. N -0.503
70. C 0.150
71. N -0.514



Entry 3:
Molecular formula: C5H30NO10S
Method: DFT, ωB97M-V/def2-TZVPD

Atoms and positions in Å:
C  1.693  -1.697  0.933
C  0.781  -1.299  2.074
S  0.211  -2.954  2.835
C  1.183  -1.462  -0.514
N  1.754  -0.164  -1.029
C  1.032  0.378  -2.250
C  0.611  1.869  -2.188
O  -0.509  2.061  -1.359
H  2.764  -1.371  0.938
H  1.980  -2.761  1.032
H  1.134  -0.717  2.951
H  -0.231  -1.001  1.762
H  -0.971  -3.314  2.259
H  0.015  -1.409  -0.464
H  1.211  -2.255  -1.208
H  1.519  0.593  -0.303
H  1.695  0.066  -3.109
H  0.102  -0.212  -2.448
H  1.392  2.570  -1.821
H  0.357  2.107  -3.231
H  3.027  -2.735  -2.456
H  3.040  -1.292  -1.659
O  3.413  -1.823  -2.440
H  -1.091  1.095  -0.142
H  -2.650  0.901  0.129
O  -1.772  0.685  0.483
H  -2.255  -0.838  -1.859
H  -2.984  -1.704  -0.799
O  -2.639  -1.714  -1.672
H  -2.855  1.273  -2.937
H  -1.670  1.473  -1.878
O  -2.539  0.837  -2.161
H  1.045  2.757  0.673
H  1.357  2.354  2.074
O  1.732  2.256  1.185
H  -0.513  3.451  -0.420
H  0.129  4.843  -0.390
O  -0.352  4.195  0.231
H  -0.400  -3.205  -2.449
H  -1.693  -3.164  -1.821
O  -1.012  -3.852  -2.099
H  -0.558  2.471  3.018
H  -0.377  0.999  2.985
O  0.089  1.781  3.328
H  -2.136  3.314  1.569
H  -2.086  1.797  1.704
O  -2.190  2.615  2.245

Properties
HOMO = -6.38 eV
Lowest unoccupied orbital energy = 2.758 eV
Net charge = -1
Gap between HOMO and LUMO = 9.139 eV

For reference, the Mulliken charges in units of e are:
1. C -1.288
2. C -0.077
3. S -0.323
4. C -0.003
5. N -0.417
6. C -0.203
7. C -0.781
8. O -0.825
9. H 0.351
10. H 0.594
11. H 0.402
12. H -0.234
13. H 0.120
14. H -0.062
15. H 0.702
16. H 0.100
17. H 0.419
18. H 0.043
19. H 0.302
20. H 0.305
21. H 0.278
22. H 0.523
23. O -0.705
24. H 0.572
25. H 0.335
26. O -0.857
27. H 0.309
28. H 0.299
29. O -0.729
30. H 0.211
31. H 0.375
32. O -0.733
33. H 0.345
34. H 0.419
35. O -0.762
36. H 0.337
37. H 0.280
38. O -0.716
39. H 0.289
40. H 0.483
41. O -0.702
42. H 0.479
43. H 0.325
44. O -0.770
45. H 0.310
46. H 0.497
47. O -0.816



Entry 4:
Molecular formula: C4H14N3
Method: DFT, ωB97M-V/def2-TZVPD

Atoms and positions in Å:
C  -0.420  -1.084  1.740
C  0.392  -2.122  1.823
N  0.059  0.261  2.004
H  -1.455  -1.167  1.456
H  0.090  -3.136  1.602
H  1.431  -2.037  2.125
H  0.837  0.177  2.641
H  0.413  1.032  0.730
H  -0.680  0.777  2.472
C  -0.046  -0.799  -1.950
N  -0.903  0.148  -1.221
C  -0.391  1.487  -1.278
N  0.683  1.653  -0.232
H  -0.473  -1.797  -1.872
H  0.080  -0.546  -3.009
H  0.951  -0.855  -1.504
H  -1.808  0.117  -1.673
H  -1.192  2.186  -1.061
H  0.098  1.733  -2.225
H  1.581  1.336  -0.559
H  0.754  2.638  -0.010

Properties
HOMO = -13.10 eV
Lowest unoccupied orbital energy = -2.955 eV
Net charge = +1
Gap between HOMO and LUMO = 10.149 eV

For reference, the Mulliken charges in units of e are:
1. C 0.121
2. C -0.814
3. N -0.695
4. H 0.300
5. H 0.277
6. H 0.226
7. H 0.275
8. H 0.348
9. H 0.288
10. C -0.972
11. N -0.237
12. C -0.656
13. N -0.252
14. H 0.328
15. H 0.367
16. H 0.324
17. H 0.267
18. H 0.411
19. H 0.363
20. H 0.372
21. H 0.359



Entry 5:
Molecular formula: C2H2N2O
Method: DFT, ωB97M-V/def2-TZVPD

Atoms and positions in Å:
O  -1.426  1.012  -0.754
C  -0.266  0.706  -0.877
N  0.717  0.038  -0.400
C  0.243  -0.858  1.105
N  -0.891  -0.612  1.305
H  0.448  1.056  -1.720
H  1.175  -1.342  1.342

Properties
HOMO (alpha / beta) = -10.76 / -10.76 eV
Lowest unoccupied orbital energy (alpha / beta) = -2.213 / -2.213 eV
Gap between HOMO and LUMO (alpha / beta) = 8.543 / 8.542 eV

For reference, the Mulliken charges in units of e are:
1. O -0.481
2. C 0.372
3. N -0.348
4. C 0.147
5. N -0.291
6. H 0.287
7. H 0.314



For each record above, in turn, the calculated ΔE to the lowest compared entry with this formula, charge and spin values are 0.00 0.00 62.68 35.48 103.01 kcal per mole.